No. 1
17
Properties=species:S:1:pos:R:3:mulliken_charge:R:1 method="wB97M-V/def2-TZVPD" lumo_ev=0.58 gap_ev=10.529 e_above_lowest_kcal_mol=33.4 homo_ev=-9.949 smiles="CP(C)(N)=O.N=C=O" multiplicity=1
C 1.987 -0.216 -1.216 -0.970
P 0.455 0.330 -0.325 0.921
C 0.640 0.310 1.507 -0.983
N -0.498 -1.011 -0.577 -0.572
O -0.055 1.624 -0.836 -0.768
H 2.418 -1.047 -0.574 0.295
H 1.627 -0.731 -2.171 0.292
H 2.803 0.523 -1.230 0.324
H 0.667 -0.725 1.956 0.336
H 1.501 0.935 1.866 0.325
H -0.387 0.696 1.756 0.392
H 0.003 -1.791 -0.168 0.240
H -0.822 -1.348 -1.493 0.238
N -2.237 0.994 0.895 -0.575
C -2.827 0.259 0.176 0.572
O -3.492 -0.590 -0.225 -0.422
H -1.786 1.787 0.659 0.357

No. 2
15
Properties=species:S:1:pos:R:3:mulliken_charge:R:1 method="wB97M-V/def2-TZVPD" lumo_ev=2.86 gap_ev=5.994 e_above_lowest_kcal_mol=65.5 total_charge=-1 homo_ev=-3.137 multiplicity=1
Cl 1.945 -3.153 0.418 -0.771
C -0.287 -1.539 0.527 -0.285
C 0.922 -1.153 -0.043 -0.593
C 0.980 0.151 -0.441 -0.074
C -0.070 1.050 -0.274 0.059
C -1.228 0.661 0.358 -0.145
C -1.305 -0.666 0.815 -0.581
N 0.037 2.443 -0.789 0.887
O -0.943 3.124 -0.857 -0.606
O 1.194 2.881 -0.897 -0.565
H -0.393 -2.576 0.811 0.336
H 1.649 -1.880 -0.374 0.291
H 1.867 0.404 -1.003 0.341
H -2.112 1.254 0.542 0.385
H -2.255 -1.001 1.205 0.321

No. 3
88
Properties=species:S:1:pos:R:3:mulliken_charge:R:1 method="wB97M-V/def2-TZVPD" lumo_ev=-5.31 gap_ev=8.708 e_above_lowest_kcal_mol=11.4 total_charge=+2 homo_ev=-14.019 multiplicity=1
Al 1.035 1.336 -0.380 -0.565
F 1.029 3.700 3.903 -0.172
C 1.185 2.394 4.040 0.503
F 0.036 1.823 4.346 -0.184
F 2.097 2.127 4.944 -0.162
S 1.738 1.646 2.442 1.164
O 0.804 2.126 1.387 -0.317
O 1.758 0.226 2.614 -0.590
N 3.171 2.302 2.224 -0.792
S 3.908 1.652 1.005 1.276
O 4.975 2.408 0.456 -0.656
O 2.873 1.315 -0.040 0.141
C 4.596 -0.048 1.467 0.644
F 4.607 -0.181 2.772 -0.204
F 3.862 -0.991 0.902 -0.170
F 5.826 -0.105 0.988 -0.212
C -3.742 -1.860 -1.457 -1.899
C -3.377 -2.347 -0.045 2.726
C -4.364 -3.457 0.384 -1.685
C -3.546 -1.135 0.893 -1.714
Si -1.670 -3.140 0.009 -2.212
Br -0.137 -0.638 0.073 0.678
C -0.967 -3.849 -1.584 2.734
C -1.926 -4.989 -2.001 -1.690
C 0.440 -4.433 -1.389 -1.986
C -0.871 -2.820 -2.731 -1.859
C -1.017 -3.765 1.658 2.761
C -1.633 -3.009 2.847 -2.026
C -1.435 -5.252 1.724 -1.702
C 0.513 -3.658 1.816 -1.694
H -4.733 -1.401 -1.412 0.625
H -3.795 -2.669 -2.184 0.352
H -3.042 -1.106 -1.819 0.280
H -5.377 -3.050 0.333 0.528
H -4.196 -3.792 1.408 0.327
H -4.327 -4.331 -0.271 0.358
H -4.568 -0.765 0.773 0.548
H -2.863 -0.325 0.638 0.281
H -3.409 -1.381 1.941 0.337
H -1.982 -5.783 -1.251 0.351
H -1.546 -5.433 -2.924 0.527
H -2.939 -4.638 -2.198 0.327
H 0.460 -5.253 -0.670 0.374
H 1.157 -3.672 -1.078 0.291
H 0.775 -4.837 -2.347 0.641
H -1.844 -2.540 -3.125 0.327
H -0.310 -3.281 -3.547 0.558
H -0.344 -1.913 -2.437 0.323
H -2.714 -3.132 2.911 0.394
H -1.395 -1.945 2.819 0.322
H -1.207 -3.419 3.766 0.620
H -2.516 -5.392 1.652 0.355
H -1.115 -5.652 2.690 0.527
H -0.962 -5.854 0.945 0.327
H 0.860 -2.627 1.757 0.245
H 1.061 -4.252 1.092 0.313
H 0.769 -4.037 2.809 0.545
C 4.937 3.017 -3.043 -1.048
N 3.631 2.373 -2.872 -0.112
C 3.298 1.105 -2.709 0.570
S 1.584 0.717 -2.633 -0.428
N 4.141 0.088 -2.625 -0.099
C 5.605 0.046 -2.669 -1.173
H 4.769 3.957 -3.562 0.368
H 5.593 2.412 -3.658 0.366
H 5.404 3.221 -2.081 0.345
H 2.837 2.993 -2.853 0.219
H 3.671 -0.803 -2.597 0.226
H 6.034 0.867 -2.104 0.440
H 5.974 0.060 -3.693 0.368
H 5.916 -0.884 -2.202 0.351
C -3.817 6.497 -1.140 -1.409
C -2.690 5.855 -0.407 0.769
C -2.200 6.261 0.804 -0.902
C -1.129 5.555 1.366 0.969
N -0.560 4.515 0.745 -0.120
C -1.039 4.132 -0.422 0.028
S -0.375 2.869 -1.404 -0.441
N -2.096 4.783 -0.981 0.039
C -0.562 5.929 2.691 -1.229
H -4.197 7.350 -0.587 0.367
H -4.630 5.784 -1.288 0.370
H -3.486 6.836 -2.124 0.380
H -2.634 7.111 1.308 0.396
H -2.425 4.447 -1.879 0.308
H -1.032 6.820 3.100 0.416
H 0.512 6.090 2.597 0.300
H -0.701 5.100 3.386 0.228